No. 1
Molecular formula: C7H7BrO2
Method: DFT, the ωB97M-V functional and the def2-TZVPD basis

relative energy (zero: lowest compared OMol25 entry of this formula, charge and spin): 15.8 kcal/mol
lowest unoccupied orbital energy: -0.1 eV
HOMO energy: -9.0 eV
SMILES: CC(C)=C1OC(=O)C=C1Br
gap between HOMO and LUMO: 8.95 eV
calculated total energy: -2995.37980 a.u.

ORCA input file:
```
! wB97M-V def2-TZVPD RIJCOSX def2/J DEFGRID3
* xyz 0 1
C 2.12 0.37 0.06
C 0.87 -0.47 -0.09
C 0.87 -1.95 -0.40
C -0.26 0.22 -0.07
O -0.21 1.56 0.08
C -1.43 2.12 0.22
O -1.66 3.27 0.43
C -2.41 1.02 0.17
C -1.81 -0.16 0.04
Br -2.61 -1.85 0.14
H 2.87 -0.13 0.76
H 2.57 0.46 -0.88
H 1.76 1.30 0.43
H 1.29 -2.35 0.57
H -0.08 -2.41 -0.48
H 1.51 -2.43 -1.18
H -3.39 1.42 0.19
*
```

No. 2
Molecular formula: C7H7CeN5O4
Method: DFT, the ωB97M-V functional and the def2-TZVPD basis

relative energy (zero: lowest compared OMol25 entry of this formula, charge and spin): 0.0 kcal/mol
lowest unoccupied orbital energy (spin up / spin down): -13.7 / -13.6 eV
HOMO energy (spin up / spin down): -19.7 / -19.7 eV
gap between HOMO and LUMO (spin up / spin down): 6.03 / 6.10 eV
calculated total energy: -1319.52364 a.u.

ORCA input file:
```
! wB97M-V def2-TZVPD RIJCOSX def2/J DEFGRID3
* xyz 3 2
Ce -0.03 0.74 -0.57
C -0.10 1.54 1.69
O 0.01 1.86 2.80
C 0.08 3.43 -0.16
O 0.11 4.56 0.10
C -2.31 1.25 0.40
O -3.32 1.50 0.89
C 2.42 1.43 0.23
O 3.46 1.69 0.65
C 0.08 -0.22 -4.33
H 1.01 -0.78 -4.24
H -0.86 -0.78 -4.21
C 0.07 1.09 -4.64
H -0.86 1.63 -4.80
H 1.01 1.63 -4.83
N -1.18 -2.85 3.50
N -0.24 -2.15 2.79
N 0.73 -2.91 2.19
C 1.01 -2.18 1.13
N 0.19 -1.06 1.00
N -0.66 -1.10 2.01
H -1.58 -2.22 4.16
H -0.77 -3.69 3.89
H 1.72 -2.43 0.36
*
```